Record 1
The following is a DFT calculation (wB97M-V/def2-TZVPD) of a molecular structure, C13H16N7O2Sm in a non-equilibrium geometry.

Results
- electronic energy (eV) = -46153.6819
- highest occupied orbital energy (spin up / spin down) (hartree) = -0.5018 / -0.5023
- LUMO level (spin up / spin down) (eV) = -7.49 / -7.48
- net charge = +2
- 2S+1 = 6
- <S²> = 8.76

Cartesian coordinates (Å):
Sm  1.16  -0.41  1.22
C  3.46  -2.54  -0.06
N  2.01  -2.35  0.07
C  1.14  -3.29  -0.18
C  -0.22  -3.03  0.10
C  -1.36  -3.76  -0.25
C  -2.46  -3.02  0.19
C  -1.95  -1.88  0.80
N  -0.60  -1.85  0.76
C  3.89  -1.43  0.87
C  3.78  -1.66  2.25
C  3.59  -0.59  3.13
C  3.58  0.72  2.63
C  3.83  0.96  1.28
C  3.97  -0.12  0.40
H  3.80  -2.39  -1.08
H  3.78  -3.53  0.29
H  1.43  -4.25  -0.60
H  -1.37  -4.70  -0.78
H  -3.49  -3.29  0.08
H  -2.51  -1.09  1.28
H  3.83  -2.68  2.62
H  3.53  -0.78  4.19
H  3.50  1.55  3.32
H  3.97  1.97  0.93
H  4.13  0.06  -0.66
N  -0.18  0.84  3.88
N  -0.55  2.17  3.60
C  -0.29  2.70  2.40
N  -0.61  3.95  2.14
N  0.30  1.82  1.55
N  0.68  2.15  0.31
O  1.19  1.17  -0.30
O  0.56  3.23  -0.19
H  -1.01  0.31  4.11
H  0.41  0.84  4.70
H  -1.02  2.71  4.31
H  -1.04  4.54  2.84
H  -0.42  4.34  1.23

=====

Record 2
The following is a DFT calculation (wB97M-V/def2-TZVPD) of a gas-phase ion, C7H15N2O (charge +1) in a non-equilibrium geometry.

Results
- relative energy (zero: lowest compared OMol25 entry of this formula, charge and spin) (kcal/mol) = 102.21
- SMILES string = C[N@@+](N)(C=O)C1CCCC1
- electronic energy (eV) = -12520.2326
- highest occupied orbital energy (hartree) = -0.5600
- LUMO level (eV) = -4.02
- net charge = +1

Cartesian coordinates (Å):
C  1.38  2.15  -0.05
N  0.70  0.83  0.67
N  1.68  0.42  1.61
C  -0.39  1.24  1.48
O  -0.48  2.31  1.98
C  0.46  -0.28  -0.41
C  -0.60  0.04  -1.50
C  -1.66  -1.19  -1.64
C  -1.49  -1.81  -0.15
C  0.02  -1.70  0.03
H  2.50  1.94  0.05
H  1.10  2.24  -1.13
H  1.17  2.95  0.64
H  1.33  -0.34  2.25
H  1.90  1.29  2.05
H  -0.88  0.25  1.93
H  1.49  -0.42  -0.80
H  -0.25  0.40  -2.53
H  -1.22  0.89  -1.07
H  -1.36  -1.90  -2.38
H  -2.70  -0.85  -1.91
H  -2.06  -1.32  0.64
H  -1.68  -2.95  -0.18
H  0.36  -1.83  1.05
H  0.70  -2.36  -0.62

=====

Record 3
The following is a DFT calculation (wB97M-V/def2-TZVPD) of a molecular structure, C16H30NOSc in a non-equilibrium geometry.

Results
- relative energy (zero: lowest compared OMol25 entry of this formula, charge and spin) (kcal/mol) = 52.54
- electronic energy (eV) = -41301.4422
- highest occupied orbital energy (hartree) = -0.5469
- LUMO level (eV) = -8.38
- net charge = +2

Cartesian coordinates (Å):
C  1.45  1.77  -0.86
H  2.37  2.24  -0.49
H  1.64  1.44  -1.89
H  1.58  0.55  -0.01
C  0.29  2.75  -0.80
H  -0.71  2.33  -1.03
H  0.20  3.15  0.22
C  0.51  3.90  -1.80
H  -0.36  4.56  -1.85
H  1.40  4.47  -1.51
H  0.69  3.49  -2.81
C  -0.88  -1.69  -0.20
C  -1.55  -0.92  -1.21
C  -0.58  -0.57  -2.21
C  0.69  -1.10  -1.80
C  0.51  -1.75  -0.53
C  1.55  -2.50  0.22
C  1.95  -1.08  -2.58
C  -0.84  0.12  -3.50
C  -3.02  -0.67  -1.28
C  -1.52  -2.43  0.93
Sc  -0.04  0.55  -0.07
H  2.81  -1.34  -1.94
H  1.92  -1.82  -3.40
H  2.15  -0.10  -3.03
H  2.56  -2.18  -0.07
H  1.44  -2.36  1.31
H  1.47  -3.58  0.02
H  -2.40  -1.91  1.31
H  -1.83  -3.43  0.60
H  -0.81  -2.56  1.76
H  -3.26  0.19  -1.91
H  -3.55  -1.55  -1.69
H  -3.44  -0.47  -0.28
H  -0.06  0.87  -3.72
H  -0.85  -0.59  -4.34
H  -1.80  0.64  -3.48
C  0.98  1.11  4.44
N  -0.31  0.49  4.16
C  -1.14  0.02  5.26
C  -0.72  0.38  2.92
O  -0.01  0.84  1.96
H  1.07  1.17  5.52
H  1.04  2.12  4.01
H  1.81  0.51  4.04
H  -2.16  0.40  5.15
H  -1.18  -1.08  5.27
H  -0.68  0.38  6.18
H  -1.69  -0.11  2.73